Entry 1:
2 unconnected molecules or ions with the total composition C29H49N7O9PS3 in a non-equilibrium geometry. Source: OMol25; level of theory: the ωB97M-V functional and the def2-TZVPD basis.

Calculated values
charge = -1
Kohn-Sham gap = 0.942 eV

Geometry (Å):
1 C -5.875 2.988 -0.507
2 C -5.059 3.752 0.643
3 N -3.980 4.665 0.172
4 C -4.464 6.011 -0.243
5 C -3.408 7.096 0.365
6 C -3.062 4.050 -0.776
7 S -3.208 3.963 -2.438
8 S -1.537 3.249 -0.028
9 C -1.395 1.496 -0.650
10 C 0.165 1.107 -0.532
11 C 0.490 -0.411 -0.952
12 N 1.790 -0.398 -1.685
13 C 2.494 -1.521 -2.030
14 N 1.872 -2.801 -1.677
15 C 2.763 -3.716 -0.910
16 C 2.322 -3.653 0.638
17 S 1.851 -5.395 1.189
18 C 1.684 -5.179 3.025
19 N 1.160 -3.978 3.607
20 N 1.255 -4.224 4.950
21 C 1.811 -5.525 5.182
22 O 2.101 -6.177 3.925
23 O 1.228 -3.407 -2.728
24 C -0.036 -3.935 -2.186
25 C -0.808 -4.867 -3.275
26 N -1.265 -6.137 -2.637
27 C -0.447 -7.317 -3.044
28 C 0.448 -7.904 -1.821
29 C -0.294 -7.782 -0.408
30 O 1.742 -7.225 -1.819
31 N 3.752 -1.291 -2.759
32 C 4.963 -1.202 -1.886
33 C 4.697 -0.685 -0.398
34 C 6.071 -0.545 0.462
35 C 7.134 0.460 -0.196
36 C 5.788 0.001 1.965
37 P 3.974 -2.309 -4.174
38 O 2.944 -1.875 -5.466
39 O 3.936 -3.989 -3.829
40 H -5.184 2.145 -0.896
41 H -6.747 2.435 0.009
42 H -6.234 3.664 -1.356
43 H -4.615 2.981 1.372
44 H -5.816 4.392 1.229
45 H -4.610 6.159 -1.364
46 H -5.474 6.287 0.247
47 H -2.631 7.412 -0.428
48 H -2.829 6.548 1.182
49 H -3.938 8.009 0.805
50 H -2.008 0.821 0.062
51 H -1.820 1.331 -1.695
52 H 0.729 1.881 -1.178
53 H 0.481 1.289 0.549
54 H -0.325 -0.918 -1.568
55 H 0.689 -0.988 0.031
56 H 2.189 0.523 -1.946
57 H 3.881 -3.564 -1.070
58 H 2.532 -4.786 -1.292
59 H 1.362 -3.040 0.708
60 H 3.185 -3.230 1.249
61 H 2.051 -6.037 6.166
62 H -0.730 -3.085 -1.820
63 H 0.125 -4.610 -1.271
64 H -1.750 -4.276 -3.569
65 H -0.086 -5.003 -4.148
66 H -2.233 -6.340 -2.926
67 H -1.141 -8.190 -3.342
68 H 0.260 -7.113 -3.921
69 H 0.658 -9.016 -1.994
70 H 0.438 -8.077 0.440
71 H -1.210 -8.463 -0.345
72 H -0.644 -6.707 -0.173
73 H 2.305 -7.705 -1.168
74 H 5.441 -2.252 -1.805
75 H 5.755 -0.548 -2.404
76 H 4.170 0.328 -0.409
77 H 4.034 -1.395 0.230
78 H 6.500 -1.611 0.593
79 H 8.038 0.513 0.525
80 H 7.551 0.018 -1.168
81 H 6.718 1.518 -0.310
82 H 4.897 -0.526 2.455
83 H 5.536 1.127 1.976
84 H 6.723 -0.151 2.623
85 H 3.458 -2.011 -6.299
86 H 4.525 -4.222 -3.075
87 C -4.978 11.115 4.216
88 C -5.749 11.158 5.345
89 C -6.470 9.845 5.646
90 O -7.152 9.649 6.647
91 C -6.345 8.745 4.672
92 C -5.586 8.708 3.537
93 C -4.781 9.984 3.294
94 O -3.982 10.126 2.371
95 O -5.480 7.769 2.707
96 O -5.913 12.125 6.129
97 H -4.420 11.999 3.928
98 H -6.944 7.878 4.929

The Löwdin scheme yields these atomic charges, measured in e:
1. C -0.13
2. C -0.23
3. N -0.24
4. C -0.24
5. C -0.08
6. C -0.99
7. S 0.62
8. S 0.80
9. C -0.50
10. C -0.25
11. C -0.15
12. N 0.07
13. C -0.27
14. N -0.16
15. C -0.20
16. C -0.40
17. S 0.90
18. C -0.53
19. N 0.01
20. N -0.02
21. C -0.08
22. O -0.04
23. O -0.14
24. C -0.12
25. C -0.16
26. N -0.09
27. C -0.16
28. C -0.37
29. C -0.10
30. O -0.12
31. N -0.24
32. C -0.24
33. C -0.16
34. C -0.39
35. C -0.11
36. C -0.11
37. P 0.90
38. O -0.30
39. O -0.31
40. H 0.06
41. H 0.08
42. H 0.08
43. H 0.12
44. H 0.13
45. H 0.09
46. H 0.12
47. H 0.07
48. H 0.08
49. H 0.06
50. H 0.09
51. H 0.07
52. H 0.11
53. H 0.11
54. H 0.12
55. H 0.13
56. H 0.15
57. H 0.10
58. H 0.11
59. H 0.08
60. H 0.08
61. H 0.13
62. H 0.12
63. H 0.11
64. H 0.13
65. H 0.12
66. H 0.11
67. H 0.13
68. H 0.12
69. H 0.14
70. H 0.07
71. H 0.08
72. H 0.06
73. H 0.09
74. H 0.10
75. H 0.12
76. H 0.12
77. H 0.10
78. H 0.14
79. H 0.09
80. H 0.07
81. H 0.09
82. H 0.07
83. H 0.09
84. H 0.08
85. H 0.05
86. H 0.04
87. C 0.04
88. C -0.42
89. C -0.36
90. O 0.02
91. C 0.04
92. C -0.42
93. C -0.35
94. O 0.02
95. O -0.03
96. O -0.02
97. H 0.10
98. H 0.10



Entry 2:
7 unconnected molecules or ions with the total composition C21H52N6O10PS in a non-equilibrium geometry. Source: OMol25; level of theory: the ωB97M-V functional and the def2-TZVPD basis.

Calculated values
charge = +1
Kohn-Sham gap = 5.769 eV

Geometry (Å):
1 C -4.206 3.621 -1.712
2 C -4.132 5.136 -2.153
3 C -3.176 5.952 -1.233
4 O -3.771 6.423 0.004
5 S -3.680 5.290 1.197
6 P -1.623 4.638 1.487
7 O -1.582 4.063 2.863
8 O -0.714 6.014 1.358
9 O -1.195 3.457 0.376
10 H -3.217 3.338 -1.262
11 H -4.996 3.515 -0.919
12 H -4.435 2.917 -2.537
13 H -5.122 5.625 -2.278
14 H -3.658 5.147 -3.170
15 H -2.857 6.867 -1.793
16 H -2.255 5.339 -1.097
17 H -4.300 4.105 0.804
18 H -0.362 6.061 0.451
19 H -0.937 3.871 -0.467
20 C 3.799 3.052 2.326
21 O 4.823 2.432 2.141
22 N 2.603 2.502 2.651
23 C 1.413 3.298 2.854
24 C 2.503 1.062 2.795
25 H 3.760 4.151 2.240
26 H 1.037 3.149 3.868
27 H 0.658 2.979 2.134
28 H 1.625 4.358 2.705
29 H 3.189 0.727 3.576
30 H 2.788 0.594 1.855
31 H 1.485 0.773 3.053
32 C -5.472 -0.414 -1.180
33 O -5.742 0.501 -1.933
34 N -4.249 -0.645 -0.648
35 C -3.995 -1.753 0.251
36 C -3.161 0.253 -0.992
37 H -6.230 -1.148 -0.860
38 H -3.642 -1.367 1.210
39 H -3.230 -2.401 -0.183
40 H -4.903 -2.334 0.413
41 H -3.429 1.266 -0.688
42 H -3.013 0.240 -2.073
43 H -2.242 -0.051 -0.492
44 C -0.751 0.093 -3.411
45 O -1.613 0.943 -3.566
46 N 0.579 0.307 -3.503
47 C 1.545 -0.759 -3.302
48 C 1.056 1.640 -3.811
49 H -1.003 -0.952 -3.175
50 H 2.201 -0.501 -2.468
51 H 2.142 -0.880 -4.209
52 H 1.042 -1.699 -3.079
53 H 0.709 2.336 -3.042
54 H 0.651 1.957 -4.774
55 H 2.143 1.653 -3.850
56 C 0.442 -2.577 0.457
57 O 0.187 -1.567 -0.182
58 N 1.673 -2.939 0.883
59 C 1.895 -4.157 1.641
60 C 2.804 -2.084 0.571
61 H -0.339 -3.295 0.746
62 H 2.328 -3.899 2.611
63 H 2.588 -4.799 1.092
64 H 0.961 -4.695 1.798
65 H 2.634 -1.096 0.995
66 H 2.894 -1.987 -0.513
67 H 3.722 -2.503 0.977
68 C -1.918 -6.052 1.082
69 O -0.778 -5.629 1.115
70 N -2.938 -5.597 1.845
71 C -4.275 -6.152 1.751
72 C -2.685 -4.520 2.786
73 H -2.215 -6.867 0.404
74 H -4.974 -5.363 1.464
75 H -4.565 -6.558 2.722
76 H -4.311 -6.947 1.007
77 H -2.323 -3.643 2.245
78 H -1.917 -4.832 3.496
79 H -3.597 -4.266 3.323
80 C 5.811 -0.759 -1.601
81 O 4.924 -1.450 -2.063
82 N 6.726 -1.168 -0.689
83 C 7.755 -0.279 -0.185
84 C 6.674 -2.534 -0.203
85 H 5.945 0.292 -1.902
86 H 8.737 -0.695 -0.420
87 H 7.650 -0.184 0.898
88 H 7.669 0.708 -0.637
89 H 6.786 -3.222 -1.044
90 H 5.707 -2.716 0.266
91 H 7.469 -2.708 0.519

The Löwdin scheme yields these atomic charges, measured in e:
1. C -0.11
2. C -0.18
3. C -0.26
4. O -0.40
5. S 1.09
6. P 0.42
7. O -0.25
8. O -0.11
9. O -0.14
10. H 0.05
11. H 0.07
12. H 0.09
13. H 0.13
14. H 0.13
15. H 0.15
16. H 0.08
17. H 0.03
18. H 0.09
19. H 0.08
20. C -0.35
21. O 0.02
22. N -0.20
23. C -0.07
24. C -0.03
25. H 0.13
26. H 0.10
27. H 0.06
28. H 0.08
29. H 0.10
30. H 0.07
31. H 0.09
32. C -0.34
33. O 0.01
34. N -0.19
35. C -0.06
36. C -0.03
37. H 0.13
38. H 0.09
39. H 0.09
40. H 0.08
41. H 0.06
42. H 0.07
43. H 0.09
44. C -0.35
45. O -0.02
46. N -0.19
47. C -0.05
48. C -0.04
49. H 0.14
50. H 0.08
51. H 0.09
52. H 0.09
53. H 0.07
54. H 0.09
55. H 0.09
56. C -0.33
57. O -0.02
58. N -0.17
59. C -0.05
60. C -0.02
61. H 0.11
62. H 0.09
63. H 0.10
64. H 0.05
65. H 0.06
66. H 0.08
67. H 0.07
68. C -0.32
69. O -0.01
70. N -0.19
71. C -0.05
72. C -0.04
73. H 0.14
74. H 0.08
75. H 0.09
76. H 0.09
77. H 0.07
78. H 0.10
79. H 0.09
80. C -0.34
81. O 0.00
82. N -0.19
83. C -0.05
84. C -0.03
85. H 0.13
86. H 0.09
87. H 0.09
88. H 0.08
89. H 0.10
90. H 0.06
91. H 0.09



Entry 3:
A single C3H6O3S molecule in a non-equilibrium geometry. Source: OMol25; level of theory: the ωB97M-V functional and the def2-TZVPD basis.

Calculated values
Kohn-Sham gap = 9.557 eV
ΔE to the lowest compared entry with this formula, charge and spin = 1.082 eV
SMILES = O=CC[C@H](O)SO

Geometry (Å):
1 O 1.588 0.497 -1.297
2 C 1.056 0.707 -0.223
3 C 0.520 -0.360 0.712
4 C -0.741 -0.985 0.121
5 O -0.426 -1.621 -1.017
6 S -2.172 0.270 -0.025
7 O -1.548 1.369 -1.118
8 H 0.976 1.667 0.206
9 H 1.258 -1.037 0.726
10 H 0.481 0.076 1.776
11 H -1.082 -1.853 0.729
12 H -0.056 -0.876 -1.588
13 H -0.983 2.088 -0.626

The Löwdin scheme yields these atomic charges, measured in e:
1. O 0.07
2. C -0.27
3. C -0.14
4. C -0.65
5. O -0.05
6. S 0.88
7. O -0.51
8. H 0.10
9. H 0.08
10. H 0.15
11. H 0.13
12. H 0.12
13. H 0.09



Entry 4:
2 unconnected molecules or ions with the total composition C26H28N3O in a non-equilibrium geometry. Source: OMol25; level of theory: the ωB97M-V functional and the def2-TZVPD basis.

Calculated values
charge = +1
Kohn-Sham gap = 5.966 eV
ΔE to the lowest compared entry with this formula, charge and spin = 1.226 eV

Geometry (Å):
1 C -3.812 4.092 4.085
2 O -2.761 3.318 4.707
3 C -1.837 2.756 3.881
4 C -1.828 2.936 2.474
5 C -0.817 2.368 1.715
6 C 0.176 1.549 2.304
7 C 1.260 0.984 1.548
8 C 2.032 1.716 0.660
9 C 3.178 1.240 -0.122
10 C 3.875 0.043 -0.164
11 C 4.979 -0.064 -1.030
12 C 5.366 1.011 -1.850
13 C 4.666 2.229 -1.815
14 C 3.586 2.310 -0.947
15 N 2.767 3.413 -0.660
16 C 2.852 4.725 -1.276
17 C 1.869 3.081 0.302
18 C 0.095 1.311 3.704
19 C -0.840 1.948 4.486
20 H -4.431 4.431 4.915
21 H -3.391 4.952 3.544
22 H -4.402 3.471 3.395
23 H -2.613 3.525 1.991
24 H -0.791 2.542 0.638
25 H 1.558 -0.039 1.743
26 H 3.560 -0.774 0.483
27 H 5.551 -0.993 -1.059
28 H 6.213 0.898 -2.527
29 H 4.929 3.086 -2.434
30 H 3.653 4.729 -2.018
31 H 1.900 4.976 -1.763
32 H 3.048 5.495 -0.517
33 H 1.172 3.812 0.702
34 H 0.832 0.648 4.160
35 H -0.865 1.827 5.567
36 C -2.770 -5.241 -3.687
37 C -3.509 -5.650 -2.402
38 C -2.917 -4.808 -1.259
39 N -1.987 -3.890 -1.884
40 C -1.266 -2.945 -1.174
41 C -0.372 -3.324 -0.147
42 C 0.374 -2.331 0.488
43 N 0.218 -1.026 0.240
44 C -0.674 -0.653 -0.681
45 C -1.394 -1.565 -1.456
46 C -1.839 -4.074 -3.314
47 H -2.168 -6.072 -4.068
48 H -3.465 -4.925 -4.470
49 H -4.580 -5.441 -2.488
50 H -3.378 -6.714 -2.185
51 H -3.703 -4.244 -0.729
52 H -2.405 -5.426 -0.504
53 H -0.223 -4.371 0.113
54 H 1.119 -2.603 1.235
55 H -0.826 0.418 -0.819
56 H -2.084 -1.211 -2.221
57 H -0.788 -4.308 -3.561
58 H -2.093 -3.146 -3.849

The Löwdin scheme yields these atomic charges, measured in e:
1. C -0.05
2. O -0.07
3. C -0.24
4. C 0.00
5. C -0.03
6. C -0.21
7. C 0.06
8. C -0.12
9. C -0.11
10. C 0.00
11. C -0.05
12. C -0.06
13. C 0.01
14. C -0.16
15. N -0.05
16. C 0.01
17. C 0.07
18. C 0.00
19. C 0.02
20. H 0.10
21. H 0.10
22. H 0.10
23. H 0.11
24. H 0.11
25. H 0.11
26. H 0.11
27. H 0.11
28. H 0.11
29. H 0.11
30. H 0.09
31. H 0.11
32. H 0.11
33. H 0.15
34. H 0.13
35. H 0.13
36. C -0.15
37. C -0.15
38. C -0.16
39. N -0.14
40. C -0.22
41. C 0.02
42. C -0.13
43. N 0.03
44. C -0.13
45. C 0.02
46. C -0.16
47. H 0.11
48. H 0.11
49. H 0.11
50. H 0.11
51. H 0.12
52. H 0.11
53. H 0.12
54. H 0.11
55. H 0.10
56. H 0.12
57. H 0.12
58. H 0.11